# 1
{
  "formula": "C7H8FP",
  "method": "ωB97M-V/def2-TZVPD",
  "species": ["C", "C", "C", "C", "C", "C", "C", "F", "P", "H", "H", "H", "H", "H", "H", "H", "H"],
  "positions_angstrom": [[-0.2583, -2.2749, -0.1967], [0.7416, -1.4360, -0.6395], [-1.4592, -1.7879, 0.3771], [0.5908, -0.0743, -0.5823], [-1.6273, -0.4107, 0.4985], [-0.6196, 0.4774, -0.0527], [-0.8076, 1.8119, 0.1631], [3.2759, 1.6994, 0.2596], [3.7992, 0.1129, 0.2614], [-0.1074, -3.4292, -0.3502], [1.6463, -1.8657, -1.0157], [-2.4163, -2.3616, 0.6126], [1.4219, 0.6803, -0.6316], [-2.5867, -0.0394, 0.8101], [-1.5872, 2.1658, 0.8868], [-0.1161, 2.4174, -0.2872], [4.3111, 0.2302, 1.4890]],
  "atomic_forces_ev_per_a": [[-0.65, -3.04, -0.15], [0.19, 0.17, -0.10], [-1.63, 1.08, 0.04], [0.41, 1.67, 0.75], [0.89, -1.70, -1.29], [-1.09, -0.53, 1.48], [-1.41, -1.18, 1.43], [0.04, -0.53, -0.19], [-0.92, 0.53, -1.78], [-0.38, 2.42, 0.44], [0.41, -0.09, -0.10], [1.96, 0.14, -0.19], [-0.82, -1.15, -0.71], [-0.06, 0.33, 0.27], [0.78, -0.17, -1.19], [1.41, 2.09, -0.72], [0.86, -0.04, 2.01]],
  "spin_multiplicity": 1,
  "relative_energy_kcal_mol": 106.86,
  "mol_weight_g_mol": 142.11,
  "orbital_gap_ev": [3.7, 2.9],
  "homo_ev": [-6.077, -5.706]
}

# 2
{
  "formula": "C7H8HgLiO8",
  "method": "ωB97M-V/def2-TZVPD",
  "species": ["O", "O", "C", "C", "O", "C", "H", "H", "H", "H", "O", "O", "C", "O", "C", "C", "O", "O", "C", "H", "H", "H", "H", "Hg", "Li"],
  "positions_angstrom": [[0.2505, 1.7774, -0.8435], [1.2709, -0.1919, -0.7403], [1.9690, 0.2215, 0.4326], [3.1930, 1.0468, 0.0595], [3.8794, 1.4750, 1.2304], [0.2910, 0.5967, -1.2582], [1.3025, 0.7876, 1.0961], [2.2865, -0.6955, 0.9442], [2.9025, 1.9632, -0.4670], [3.8586, 0.4571, -0.5821], [5.4619, 1.1606, 2.7343], [5.1207, -0.4134, 1.2252], [4.8271, 0.6824, 1.7623], [-3.9732, -0.0303, -1.3981], [-3.0206, -0.9319, -1.5918], [-4.8019, -0.4045, -0.2717], [-1.5255, -0.3041, -1.7202], [-3.3516, -2.0606, -1.0180], [-4.5247, -1.9059, -0.1838], [-5.8331, -0.1464, -0.5274], [-4.4816, 0.1662, 0.6061], [-5.3227, -2.5252, -0.6056], [-4.2669, -2.2479, 0.8225], [-1.9502, 2.0619, -2.3884], [6.4385, -0.5388, 2.6832]],
  "atomic_forces_ev_per_a": [[-0.70, -3.76, -1.89], [-1.69, -1.02, -1.66], [0.19, 0.42, 0.67], [0.11, -0.03, -0.43], [-0.34, 0.12, 0.23], [3.31, 4.15, 4.12], [0.14, -0.06, -0.23], [-0.11, 0.15, -0.25], [-0.01, -0.24, 0.17], [-0.15, 0.10, 0.16], [-0.01, -0.41, 0.43], [-0.02, -0.78, 0.11], [0.83, 0.60, -0.33], [0.67, 0.12, -0.56], [4.33, 3.44, 2.31], [-0.23, -0.21, -0.42], [-6.29, -4.15, -0.33], [1.32, -0.27, -0.56], [-0.45, 0.01, 0.03], [0.23, -0.13, 0.10], [0.08, -0.12, -0.25], [0.20, 0.13, 0.09], [0.00, 0.03, -0.29], [-0.78, 1.35, -0.81], [-0.62, 0.58, -0.41]],
  "spin_multiplicity": 2,
  "relative_energy_kcal_mol": 87.09,
  "mol_weight_g_mol": 427.66,
  "orbital_gap_ev": [6.1, 5.4],
  "s2": 0.77,
  "homo_ev": [-6.895, -6.834]
}

What is the formula in the second record?
C7H8HgLiO8